Below is a structure of composition CH3O3S2 at a distorted geometry, with properties calculated with ωB97M-V/def2-TZVPD.

```
9
Properties=species:S:1:pos:R:3:nbo_charge:R:1
C 1.17482 -0.03593 0.38428 -0.25
O -2.27836 0.99769 0.75482 -0.92
O 0.11501 0.53838 -0.59447 -0.77
O -2.00064 -1.32269 -0.19954 -0.93
S 2.79064 0.32716 -0.28048 -0.61
S -2.00284 0.13129 -0.40200 1.66
H 0.89742 0.43007 1.43089 0.18
H 0.94214 -1.05705 0.37631 0.16
H 0.36180 -0.00892 -1.46981 0.49
```

Output
Charge: -1
Calculated total energy (eV): -28898.86935
Spin multiplicity: 1
Strongest force on any atom (hartree/bohr): 0.065
Energy relative to the best compared isomer or geometry (same formula, charge and spin) (kJ/mol): 147.5
Frontier orbital gap (eV): 6.632

Below is a cluster of 4 separate species, CH8NO5 in total at a distorted geometry, with properties calculated with ωB97M-V/def2-TZVPD.

```
15
Properties=species:S:1:pos:R:3:nbo_charge:R:1
N -1.38072 -0.00332 0.44475 -0.94
C -0.12582 -0.62610 0.07542 0.87
O 0.32097 -1.48511 0.84152 -0.77
O 0.38327 -0.15383 -0.98230 -0.86
H -1.99263 -0.19480 1.22932 0.37
H -1.85265 0.38739 -0.35417 0.36
H 2.04694 0.33543 -0.38933 0.50
H 2.99284 0.40013 -1.48948 0.45
O 2.99230 0.52754 -0.53666 -0.98
H -0.49146 -0.77964 3.33604 0.48
H 0.58002 0.21469 2.62969 0.50
O 0.22136 -0.11706 3.43985 -0.98
H -0.63995 0.95684 -2.77926 0.49
H -1.57011 -0.03681 -2.36927 0.47
O -1.48436 0.57465 -3.09613 -0.97
```

Output
Charge: -1
Calculated total energy (eV): -12896.99984
Spin multiplicity: 1
Strongest force on any atom (hartree/bohr): 0.045
Energy relative to the best compared isomer or geometry (same formula, charge and spin) (kJ/mol): 74.3
Frontier orbital gap (eV): 9.021

Below is the ion C5H10NO2 with charge +1 at a distorted geometry, with properties calculated with ωB97M-V/def2-TZVPD.

```
18
Properties=species:S:1:pos:R:3:nbo_charge:R:1
C -1.62630 -0.32987 -0.03689 0.71
C -1.27661 1.08060 -0.16375 -0.64
C 0.04556 1.39417 0.64188 -0.37
C 1.00888 0.21044 0.26262 0.16
C 0.77024 -2.23472 -0.01723 -0.49
N 0.49715 -0.99312 0.70924 -0.18
O -2.74545 -0.90814 -0.12759 -0.61
O 1.50250 0.41526 -1.06633 -0.72
H -1.07300 1.21384 -1.37440 0.33
H -2.13401 1.83377 -0.03528 0.29
H 0.59909 2.28457 0.50501 0.26
H -0.20268 1.14236 1.73145 0.24
H 1.86430 0.22816 0.87230 0.25
H 0.39291 -3.10155 0.57933 0.24
H 1.78405 -2.32782 -0.35491 0.23
H 0.11626 -2.23735 -0.94737 0.23
H -3.63455 -0.63377 -0.55022 0.56
H 2.20820 -0.17196 -1.29100 0.49
```

Output
Charge: +1
Calculated total energy (eV): -10919.65600
Spin multiplicity: 1
Strongest force on any atom (hartree/bohr): 0.079
Energy relative to the best compared isomer or geometry (same formula, charge and spin) (kJ/mol): 617.1
Frontier orbital gap (alpha / beta) (eV): 8.785 / 7.906

Below is a structure of composition C2H4NO2 at a distorted geometry, with properties calculated with ωB97M-V/def2-TZVPD.

```
9
Properties=species:S:1:pos:R:3:nbo_charge:R:1
C 0.20175 0.64944 -0.26895 -0.34
C 0.54968 -0.75264 0.25200 -0.06
N -1.32666 0.15437 -0.45969 0.13
O -2.10584 0.53151 0.40703 -0.55
O -0.52957 -1.44585 -0.18562 -0.69
H 0.41878 1.45714 0.46994 0.15
H 0.51423 1.11492 -1.33097 0.15
H 1.58835 -0.95446 -0.17912 0.09
H 0.68927 -0.75444 1.29537 0.12
```

Output
Charge: -1
Calculated total energy (eV): -7719.94519
Spin multiplicity: 1
Strongest force on any atom (hartree/bohr): 0.070
Energy relative to the best compared isomer or geometry (same formula, charge and spin) (kJ/mol): 546.8
Frontier orbital gap (alpha / beta) (eV): 6.786 / 6.786

Below is the molecule C5H9N at a distorted geometry, with properties calculated with ωB97M-V/def2-TZVPD.

```
15
Properties=species:S:1:pos:R:3:nbo_charge:R:1
C -2.29344 -0.59503 0.34373 -0.40
C -1.13639 -1.29937 0.60181 -0.19
C -0.02392 -1.19718 -0.43736 -0.25
N 0.36378 0.25302 -0.49095 -0.58
C 1.48496 0.70310 -0.05203 0.02
C 1.64421 2.04595 0.18400 -0.56
H -3.27455 -0.62135 0.96265 0.22
H -2.29054 0.04531 -0.56047 0.17
H -1.15209 -1.92034 1.50151 0.21
H -0.33462 -1.60713 -1.29310 0.20
H 0.87916 -1.58577 0.00204 0.20
H -0.23184 0.71812 -1.09351 0.39
H 2.40498 0.03185 -0.06628 0.18
H 0.74203 2.66971 0.21891 0.19
H 2.65851 2.55368 -0.07605 0.20
```

Output
SMILES string: C=CCNC=C
Charge: 0
Calculated total energy (eV): -6817.81925
Spin multiplicity: 1
Strongest force on any atom (hartree/bohr): 0.132
Energy relative to the best compared isomer or geometry (same formula, charge and spin) (kJ/mol): 306.4
Frontier orbital gap (eV): 8.671

Below is a cluster of 2 separate species, C4H11NO2 in total at a distorted geometry, with properties calculated with ωB97M-V/def2-TZVPD.

```
18
Properties=species:S:1:pos:R:3:nbo_charge:R:1
C -0.57761 1.76898 -1.04761 -0.42
C 0.30066 1.68095 -0.04988 0.09
O 1.64510 1.53299 -0.27657 -0.54
C 2.17723 0.30341 0.22234 0.08
N 1.77460 -0.86256 -0.49850 -0.85
H -0.29035 1.55566 -2.06250 0.20
H -1.60541 2.02324 -0.86373 0.20
H 0.03238 1.89747 0.98162 0.16
H 3.26141 0.42177 0.14704 0.18
H 1.89556 0.18016 1.27803 0.15
H 2.02542 -0.78101 -1.47766 0.36
H 0.76713 -0.99262 -0.43847 0.39
C -2.13889 -1.74012 0.64568 -0.24
O -1.23652 -0.73880 0.24168 -0.74
H -1.65382 -2.48834 1.28156 0.16
H -2.47627 -2.23418 -0.26632 0.19
H -3.00605 -1.32254 1.17018 0.16
H -0.89456 -0.20446 1.01309 0.47
```

Output
SMILES string: C=COCN.CO
Charge: 0
Calculated total energy (eV): -9909.74724
Spin multiplicity: 1
Strongest force on any atom (hartree/bohr): 0.034
Energy relative to the best compared isomer or geometry (same formula, charge and spin) (kJ/mol): 240.7
Frontier orbital gap (eV): 9.957